1.
ORCA calculation (ωB97M-V/def2-TZVPD) on one molecule with the formula C2H3NO2S at a distorted geometry.

Last column: natural (NBO) charge in e.
Element x y z (Å)
O 2.3388 0.4968 -0.3142  -0.53
C 1.4736 -0.3446 0.1190  0.51
N 0.1176 0.1705 0.2390  -0.60
S -0.2698 1.8680 -0.0891  0.14
C -0.9356 -0.6345 -0.1779  0.52
O -2.0913 -0.1576 -0.2041  -0.57
H 1.6240 -1.4110 0.2603  0.17
H -1.6607 1.5917 0.5334  0.22
H -0.5965 -1.5793 -0.3663  0.14

- LUMO level: -0.002 eV
- SMILES string: O=CN(S)C=O
- Relative energy (zero: lowest compared OMol25 entry of this formula, charge and spin): 59.8 kcal per mole
- Gap between HOMO and LUMO: 0.348 Eh

---

2.
ORCA calculation (ωB97M-V/def2-TZVPD) on a 2-piece molecular cluster, C2H9N4 overall at a distorted geometry.

Last column: natural (NBO) charge in e.
Element x y z (Å)
C -0.2740 -0.1036 -1.3840  -0.27
C 0.1640 0.4294 -0.0446  0.56
N -0.7948 -0.5555 -0.1136  -0.26
N 0.3162 1.5787 0.6028  -0.78
N -2.1201 -0.3604 0.3566  -0.62
N 1.7403 -0.7172 0.6072  -0.91
H -1.0340 0.5155 -2.0368  0.24
H 0.3021 -0.9698 -1.7951  0.24
H 0.3648 1.7847 1.6498  0.45
H 0.8093 2.3222 0.0739  0.42
H -2.6942 -1.2409 0.1371  0.39
H -2.5726 0.3041 -0.2755  0.35
H 1.8121 -1.4942 -0.0778  0.40
H 1.3444 -1.0859 1.4166  0.39
H 2.6365 -0.4071 0.8834  0.40

- LUMO level: -3.386 eV
- Relative energy (zero: lowest compared OMol25 entry of this formula, charge and spin): 96.6 kcal per mole
- Charge: +1
- Gap between HOMO and LUMO: 0.409 Eh

---

3.
ORCA calculation (ωB97M-V/def2-TZVPD) on one molecule with the formula C4H9N3O at a distorted geometry.

Last column: natural (NBO) charge in e.
Element x y z (Å)
C -1.9050 -0.0848 0.8247  -0.66
C -0.5416 -0.1939 0.2551  0.11
C 0.2487 0.5189 -0.5796  0.04
C 0.0898 1.4888 -1.6906  -0.66
N 1.4583 -0.0794 -0.1456  -0.02
O 2.3035 -0.5979 -1.1254  -0.55
N 0.4597 -1.1225 0.6402  -0.14
N 0.6180 -1.3685 1.9785  -0.64
H -1.8680 0.1590 1.8881  0.23
H -2.4594 0.6972 0.3084  0.23
H -2.4431 -1.0277 0.7183  0.23
H 1.0310 2.0067 -1.8745  0.23
H -0.6682 2.2310 -1.4382  0.23
H -0.2197 0.9981 -2.6164  0.22
H 1.7694 -1.0290 -1.8140  0.45
H 0.7829 -0.5371 2.5448  0.34
H 1.3438 -2.0587 2.1263  0.37

- LUMO level: 0.971 eV
- SMILES string: Cc1c(C)n(O)n1N
- Relative energy (zero: lowest compared OMol25 entry of this formula, charge and spin): 116.6 kcal per mole
- Gap between HOMO and LUMO: 0.335 Eh